Record 1
Entry from the Open Molecules 2025 dataset: 3 unconnected molecules or ions with the total composition C17H29N6O6S2 (ωB97M-V/def2-TZVPD).

- highest occupied orbital energy (eV) = -10.356
- HOMO-LUMO gap (eV) = 6.85
- charge = +1

Each line ends with the Mulliken charge.
Element x y z (Å)
C (-3.818, 1.489, -7.283)  0.411
C (-4.200, 1.315, -6.173)  -0.811
C (-4.515, 1.062, -4.817)  0.391
N (-3.684, 0.423, -3.999)  -0.431
C (-4.342, 0.375, -2.824)  0.567
N (-3.871, -0.209, -1.727)  -0.116
S (-4.808, -0.253, -0.305)  -0.188
C (-3.897, 0.902, 0.782)  -0.615
C (-2.962, 0.204, 1.750)  0.509
O (-2.246, 0.873, 2.451)  -0.549
O (-2.970, -1.122, 1.729)  -0.141
C (-2.496, -1.744, 2.940)  -1.057
C (-0.992, -2.042, 2.918)  0.794
C (-0.731, -3.544, 2.823)  -1.725
O (-0.457, -1.589, 4.172)  -0.385
C (0.764, -0.974, 4.086)  0.533
O (1.697, -1.417, 4.683)  -0.514
C (0.869, 0.298, 3.278)  0.037
S (2.451, 0.448, 2.408)  -0.275
N (-5.538, 0.991, -2.910)  0.023
N (-5.648, 1.422, -4.203)  -0.207
H (-3.352, 1.622, -8.228)  0.466
H (-2.948, -0.634, -1.752)  0.360
H (-3.274, 1.515, 0.138)  0.298
H (-4.606, 1.532, 1.305)  0.500
H (-2.759, -1.177, 3.823)  0.412
H (-3.023, -2.689, 3.009)  0.471
H (-0.513, -1.569, 2.064)  0.426
H (-1.492, -4.050, 2.236)  0.463
H (0.239, -3.757, 2.387)  0.359
H (-0.750, -3.963, 3.823)  0.402
H (0.810, 1.115, 3.988)  0.353
H (0.110, 0.398, 2.516)  -0.259
H (3.352, 0.265, 3.383)  0.167
H (-6.254, 1.145, -2.219)  0.245
H (-6.421, 1.934, -4.594)  0.231
C (-0.863, -3.322, -3.967)  -1.399
C (-0.631, -2.167, -3.028)  0.766
O (-1.494, -1.802, -2.230)  -0.781
N (0.560, -1.542, -3.080)  -0.116
C (1.693, -1.832, -3.944)  -0.869
H (-1.860, -3.716, -3.799)  0.286
H (-0.785, -2.993, -5.003)  0.408
H (-0.138, -4.116, -3.784)  0.395
H (0.649, -0.782, -2.422)  0.210
H (2.564, -2.076, -3.336)  0.298
H (1.926, -0.956, -4.549)  0.298
H (1.479, -2.667, -4.601)  0.339
C (7.396, 2.846, 3.911)  -1.314
C (5.974, 2.747, 3.411)  0.798
O (5.097, 2.198, 4.056)  -0.619
N (5.694, 3.298, 2.200)  -0.131
C (6.595, 3.987, 1.295)  -0.844
H (7.456, 2.364, 4.881)  0.288
H (8.080, 2.343, 3.226)  0.366
H (7.694, 3.890, 4.019)  0.376
H (4.729, 3.196, 1.928)  0.208
H (6.241, 5.006, 1.125)  0.292
H (6.626, 3.467, 0.336)  0.280
H (7.599, 4.030, 1.702)  0.321

---

Record 2
Entry from the Open Molecules 2025 dataset: 3 unconnected molecules or ions with the total composition C17H30BClF5N2O7 (ωB97M-V/def2-TZVPD).

- highest occupied orbital energy (eV) = -10.842
- HOMO-LUMO gap (eV) = 5.19
- charge = +1

Each line ends with the Mulliken charge.
Element x y z (Å)
C (-1.689, 0.836, 0.584)  -0.906
C (-0.257, 1.160, -0.125)  0.449
Cl (-0.016, -0.226, -1.354)  -0.324
C (-0.306, 2.512, -0.991)  -1.158
C (0.699, 3.651, -0.520)  0.522
C (0.201, 4.759, 0.480)  -0.513
C (1.302, 5.850, 0.824)  -0.272
N (2.617, 5.857, 0.330)  -1.078
N (2.949, 4.883, -0.514)  1.128
C (4.364, 4.970, -1.051)  0.383
F (4.985, 6.139, -0.506)  -0.253
F (5.170, 3.889, -0.608)  -0.221
C (4.407, 5.185, -2.659)  0.793
F (3.205, 5.667, -3.200)  -0.230
F (5.411, 6.167, -2.918)  -0.231
F (4.881, 3.996, -3.251)  -0.197
C (2.196, 3.770, -1.001)  0.590
O (2.652, 2.763, -1.871)  -0.502
B (3.011, 1.541, -1.174)  0.701
O (3.483, 0.393, -1.884)  -0.456
O (2.918, 1.522, 0.262)  -0.510
H (-1.671, 1.071, 1.700)  0.266
H (-1.853, -0.297, 0.464)  0.101
H (-2.549, 1.335, 0.012)  0.414
H (0.520, 1.145, 0.708)  0.162
H (-1.371, 2.946, -0.859)  0.473
H (-0.204, 2.333, -2.124)  0.415
H (-0.850, 4.772, 0.919)  0.400
H (1.003, 6.677, 1.565)  0.382
H (2.752, -0.082, -2.341)  0.295
H (3.808, 1.282, 0.630)  0.313
C (-1.764, -2.494, -3.271)  -0.175
O (-3.133, -2.678, -2.941)  -0.341
C (-3.813, -3.494, -3.895)  -0.542
C (-4.023, -4.907, -3.364)  -0.467
O (-2.784, -5.605, -3.249)  -0.377
C (-2.329, -5.683, -1.906)  -0.703
H (-1.271, -2.018, -2.421)  -0.330
H (-1.266, -3.445, -3.475)  0.341
H (-1.676, -1.835, -4.140)  0.407
H (-3.279, -3.510, -4.851)  0.329
H (-4.792, -3.034, -4.065)  0.377
H (-4.636, -5.464, -4.079)  0.381
H (-4.553, -4.890, -2.405)  0.319
H (-2.961, -6.373, -1.340)  0.332
H (-2.329, -4.701, -1.424)  0.279
H (-1.308, -6.067, -1.913)  0.250
C (-0.414, -2.458, 6.237)  -0.681
O (-0.361, -3.201, 5.026)  -0.365
C (-1.406, -2.842, 4.125)  -0.722
C (-0.885, -1.953, 3.003)  -0.248
O (-0.503, -0.667, 3.497)  -0.379
C (0.906, -0.531, 3.610)  -0.760
H (0.503, -2.652, 6.796)  0.243
H (-0.486, -1.384, 6.049)  0.277
H (-1.266, -2.787, 6.839)  0.333
H (-2.234, -2.361, 4.656)  0.363
H (-1.782, -3.773, 3.689)  0.382
H (-1.692, -1.788, 2.282)  0.272
H (-0.054, -2.432, 2.476)  0.345
H (1.355, -0.467, 2.613)  0.258
H (1.348, -1.365, 4.161)  0.391
H (1.117, 0.393, 4.151)  0.275

---

Record 3
Entry from the Open Molecules 2025 dataset: a molecular structure, C17H30BrCaN9O5S (ωB97M-V/def2-TZVPD).

- ΔE to the lowest compared entry with this formula, charge and spin (kcal/mol) = 149.6
- highest occupied orbital energy (alpha / beta) (eV) = 1.533 / 1.531
- HOMO-LUMO gap (alpha / beta) (eV) = 2.92 / 2.93
- charge = -2

Each line ends with the Mulliken charge.
Element x y z (Å)
Ca (-0.834, 0.593, -0.892)  1.054
C (1.935, 3.836, 3.376)  -1.262
C (0.871, 3.791, 2.310)  0.453
C (0.044, 4.886, 2.035)  -0.280
C (-0.909, 4.786, 1.045)  -0.845
C (-0.984, 3.560, 0.368)  0.577
Br (-2.215, 3.226, -1.031)  -0.138
N (-0.232, 2.513, 0.607)  0.242
C (0.685, 2.629, 1.561)  -0.965
H (1.956, 4.809, 3.872)  0.354
H (2.924, 3.657, 2.947)  0.281
H (1.752, 3.075, 4.138)  0.277
H (0.148, 5.815, 2.592)  0.281
H (-1.566, 5.609, 0.798)  0.357
H (1.264, 1.704, 1.685)  0.562
C (-2.744, -0.609, 3.597)  -1.047
N (-3.480, -1.201, 2.509)  0.147
C (-4.879, -1.458, 2.766)  -1.075
C (-3.069, -0.841, 1.217)  -0.001
N (-2.218, 0.015, 0.918)  -0.007
N (-3.710, -1.628, 0.187)  -0.143
C (-3.395, -1.593, -1.226)  0.178
N (-4.122, -2.590, -1.941)  -0.655
N (-2.587, -0.784, -1.699)  -0.046
H (-3.001, -1.112, 4.530)  0.300
H (-2.959, 0.465, 3.708)  0.333
H (-1.673, -0.732, 3.437)  0.281
H (-5.014, -1.754, 3.805)  0.382
H (-5.261, -2.270, 2.150)  0.300
H (-5.499, -0.566, 2.579)  0.285
H (-1.621, 0.531, 1.530)  0.025
H (-3.984, -2.545, 0.504)  0.224
H (-5.093, -2.639, -1.664)  0.220
H (-4.040, -2.433, -2.936)  0.308
H (-2.315, -0.743, -2.641)  -0.100
O (-1.944, -0.273, -4.607)  -0.869
S (-0.881, 0.469, -3.852)  0.998
O (0.085, 1.098, -4.759)  -0.803
O (-1.536, 1.495, -2.984)  -0.654
O (-0.192, -0.492, -2.929)  -0.572
C (4.677, -0.271, -2.573)  -0.802
C (4.001, 0.819, -1.765)  -0.730
N (2.631, 0.450, -1.586)  0.121
C (2.269, -0.830, -1.255)  -0.174
N (1.075, -1.113, -1.000)  0.814
C (0.735, -2.472, -0.732)  -0.930
C (1.804, -3.076, 0.171)  -0.879
C (3.126, -3.044, -0.572)  -0.913
N (3.327, -1.779, -1.216)  0.535
C (4.631, -1.549, -1.769)  -0.786
H (5.713, -0.021, -2.817)  0.380
H (4.125, -0.396, -3.504)  0.356
H (4.058, 1.785, -2.261)  0.414
H (4.509, 0.901, -0.788)  0.249
H (1.907, 1.105, -1.783)  0.094
H (0.693, -3.042, -1.673)  0.366
H (-0.252, -2.507, -0.268)  0.034
H (1.576, -4.105, 0.469)  0.440
H (1.857, -2.454, 1.065)  0.325
H (3.147, -3.836, -1.338)  0.301
H (3.941, -3.244, 0.143)  0.358
H (4.921, -2.387, -2.422)  0.324
H (5.369, -1.496, -0.946)  0.343
O (0.458, 0.263, 0.803)  -1.198

---

Record 4
Entry from the Open Molecules 2025 dataset: a molecular structure, C17H30Cl4N5O3PPtS (ωB97M-V/def2-TZVPD).

- ΔE to the lowest compared entry with this formula, charge and spin (kcal/mol) = 0.0
- highest occupied orbital energy (eV) = -14.262
- HOMO-LUMO gap (eV) = 5.52
- charge = +2

Each line ends with the Mulliken charge.
Element x y z (Å)
Pt (1.209, -0.819, -0.377)  1.141
Cl (3.421, -6.559, -3.206)  -0.072
C (2.462, -5.352, -2.530)  0.621
C (1.019, -5.648, -2.308)  0.539
Cl (0.446, -7.157, -2.784)  -0.077
C (0.169, -4.746, -1.748)  -0.018
Cl (-1.487, -5.044, -1.500)  -0.116
C (0.695, -3.475, -1.347)  0.214
O (0.034, -2.571, -0.825)  -0.400
C (2.152, -3.166, -1.617)  0.405
O (2.528, -2.026, -1.313)  -0.605
C (3.007, -4.149, -2.212)  -0.198
Cl (4.635, -3.746, -2.463)  -0.108
C (0.617, 4.132, -0.399)  -1.152
N (1.668, 3.177, -0.038)  0.196
C (2.063, 3.181, 1.377)  -1.169
C (2.100, 2.229, -0.864)  0.423
S (2.822, 0.765, -0.165)  -0.364
N (2.136, 2.418, -2.179)  0.116
C (2.259, 3.749, -2.788)  -1.259
C (2.357, 1.312, -3.114)  -0.978
H (-0.186, 4.038, 0.331)  0.465
H (0.215, 3.907, -1.380)  0.368
H (0.984, 5.158, -0.380)  0.361
H (1.699, 4.108, 1.815)  0.417
H (3.145, 3.155, 1.470)  0.433
H (1.640, 2.331, 1.905)  0.340
H (2.528, 4.483, -2.035)  0.403
H (1.343, 4.053, -3.294)  0.376
H (3.062, 3.698, -3.521)  0.464
H (1.774, 0.444, -2.819)  0.267
H (3.413, 1.046, -3.156)  0.340
H (2.025, 1.639, -4.097)  0.455
C (-0.227, -2.024, 2.610)  -0.898
N (-1.422, -1.554, 1.901)  0.461
C (-2.438, -2.568, 1.627)  -1.001
P (-1.434, -0.034, 1.304)  -0.286
O (-0.125, 0.336, 0.562)  -0.461
N (-2.726, 0.113, 0.323)  0.502
C (-2.729, -0.530, -0.987)  -0.714
C (-3.788, 1.101, 0.507)  -1.006
N (-1.584, 0.996, 2.554)  0.460
C (-0.997, 2.329, 2.563)  -0.790
C (-2.272, 0.622, 3.791)  -1.117
H (-0.481, -2.926, 3.161)  0.442
H (0.119, -1.276, 3.325)  0.277
H (0.595, -2.246, 1.925)  0.081
H (-2.727, -3.051, 2.561)  0.379
H (-2.065, -3.326, 0.938)  0.210
H (-3.323, -2.106, 1.198)  0.387
H (-1.963, -1.300, -1.041)  -0.047
H (-2.550, 0.201, -1.780)  0.279
H (-3.696, -1.004, -1.164)  0.384
H (-3.769, 1.501, 1.516)  0.303
H (-4.756, 0.626, 0.341)  0.317
H (-3.680, 1.924, -0.204)  0.309
H (-0.690, 2.609, 1.559)  -0.159
H (-0.128, 2.372, 3.224)  0.354
H (-1.735, 3.052, 2.914)  0.435
H (-2.794, -0.323, 3.672)  0.325
H (-3.004, 1.389, 4.049)  0.396
H (-1.562, 0.529, 4.616)  0.347